{
  "formula": "C19H26N2O4",
  "method": "the ωB97M-V functional and the def2-TZVPD basis",
  "elements": ["C", "H", "C", "C", "H", "H", "O", "C", "C", "C", "C", "C", "C", "O", "C", "H", "H", "H", "H", "C", "O", "N", "H", "C", "H", "H", "C", "C", "C", "C", "C", "O", "H", "H", "H", "N", "C", "H", "H", "H", "C", "H", "H", "H", "H", "H", "H", "H", "H", "H", "H"],
  "coordinates": [[0.195, 2.528, -6.348], [-0.840, 2.531, -6.680], [0.334, 3.260, -5.019], [1.769, 3.174, -4.491], [2.464, 3.523, -5.260], [1.896, 3.804, -3.601], [2.175, 1.848, -4.232], [1.703, 1.195, -3.140], [0.971, 1.757, -2.106], [0.574, 0.997, -1.015], [0.900, -0.347, -0.947], [1.612, -0.930, -1.996], [2.022, -0.184, -3.083], [2.723, -0.666, -4.144], [3.062, -2.031, -4.149], [3.606, -2.195, -5.077], [3.705, -2.289, -3.301], [2.171, -2.667, -4.132], [1.823, -1.985, -1.923], [0.484, -1.239, 0.172], [0.306, -2.435, 0.021], [0.378, -0.632, 1.378], [0.429, 0.373, 1.439], [-0.219, -1.276, 2.518], [-0.345, -2.333, 2.272], [0.443, -1.190, 3.384], [-1.590, -0.643, 2.822], [-2.210, -1.251, 4.043], [-3.516, -1.512, 4.342], [-3.527, -2.037, 5.658], [-2.229, -2.052, 6.061], [-1.426, -1.576, 5.095], [-1.763, -2.365, 6.974], [-4.381, -2.356, 6.218], [-4.362, -1.361, 3.703], [-1.449, 0.818, 2.890], [-2.692, 1.508, 2.612], [-2.495, 2.579, 2.582], [-3.467, 1.318, 3.369], [-3.068, 1.197, 1.638], [-0.858, 1.297, 4.124], [0.045, 0.734, 4.346], [-0.588, 2.345, 3.993], [-1.539, 1.221, 4.984], [-2.247, -0.847, 1.970], [-0.019, 1.469, -0.246], [0.699, 2.800, -2.134], [-0.347, 2.817, -4.289], [0.071, 4.313, -5.137], [0.807, 3.004, -7.111], [0.524, 1.498, -6.238]],
  "forces_ev_per_angstrom": [[-0.06, 0.07, 0.20], [-0.06, -0.04, -0.10], [0.35, -0.24, -0.03], [-0.36, 0.50, 0.00], [-0.06, 0.02, 0.12], [0.06, -0.08, -0.07], [0.04, -0.40, 0.13], [0.06, -0.17, -0.03], [0.15, 0.18, -0.27], [0.05, -0.34, 0.11], [-0.04, 0.24, -0.33], [0.04, -0.02, -0.06], [0.00, 0.13, -0.10], [-0.16, 0.39, 0.14], [0.05, -0.25, 0.01], [-0.03, -0.04, 0.08], [-0.04, 0.01, -0.02], [0.04, 0.02, 0.01], [0.03, -0.10, -0.05], [0.15, 0.09, 0.21], [-0.04, -0.23, -0.14], [-0.03, 0.23, 0.17], [0.02, -0.07, -0.13], [-0.25, -0.10, -0.02], [0.05, 0.10, 0.13], [-0.07, -0.09, -0.05], [0.43, -0.09, 0.17], [-0.96, 0.09, -0.57], [0.59, 0.13, -0.23], [0.46, -0.05, 0.33], [-0.78, -0.21, 0.38], [0.49, 0.09, -0.15], [0.15, -0.02, 0.08], [-0.12, -0.10, 0.19], [-0.12, 0.05, -0.21], [0.00, -0.01, -0.11], [0.04, 0.01, -0.03], [-0.07, 0.05, -0.01], [-0.03, 0.01, 0.03], [-0.07, 0.03, -0.04], [0.00, 0.08, -0.03], [0.08, 0.01, 0.09], [0.03, 0.02, 0.07], [0.01, -0.04, 0.03], [0.07, -0.04, 0.14], [-0.06, 0.04, 0.09], [-0.01, 0.08, -0.07], [-0.03, 0.11, 0.05], [-0.02, 0.03, 0.09], [0.06, 0.02, -0.13], [0.00, -0.11, -0.07]],
  "nbo_charge": [-0.609, 0.209, -0.426, -0.061, 0.193, 0.172, -0.486, 0.265, -0.289, -0.210, -0.147, -0.268, 0.324, -0.494, -0.252, 0.199, 0.177, 0.179, 0.242, 0.669, -0.635, -0.611, 0.409, -0.230, 0.248, 0.199, -0.101, 0.261, -0.301, -0.314, 0.085, -0.411, 0.204, 0.229, 0.228, -0.448, -0.410, 0.201, 0.172, 0.200, -0.423, 0.204, 0.201, 0.175, 0.223, 0.210, 0.217, 0.207, 0.206, 0.200, 0.217],
  "smiles": "CCCOc1ccc(C(=O)NC[C@@H](c2ccco2)N(C)C)cc1OC",
  "de_lowest_ev": 2.757,
  "e_tot_ev": -31294.1961,
  "largest_force_ev_per_a": 1.12,
  "orbital_gap_ha": 0.3252,
  "lumo_energy_ha": 0.0273
}

***

{
  "formula": "C19H26N3O3",
  "method": "the ωB97M-V functional and the def2-TZVPD basis",
  "elements": ["C", "H", "H", "H", "O", "C", "C", "C", "C", "C", "C", "H", "O", "C", "C", "O", "H", "C", "N", "H", "C", "H", "H", "C", "N", "C", "N", "C", "C", "C", "C", "H", "H", "H", "H", "C", "H", "C", "H", "H", "H", "H", "H", "H", "H", "H", "H", "H", "H", "H", "H"],
  "coordinates": [[-8.243, -0.525, -1.427], [-8.627, -0.451, -2.443], [-8.502, -1.504, -1.013], [-8.691, 0.262, -0.812], [-6.847, -0.363, -1.537], [-6.096, -0.411, -0.408], [-6.587, -0.615, 0.875], [-5.706, -0.642, 1.944], [-4.351, -0.472, 1.757], [-3.858, -0.267, 0.469], [-4.723, -0.237, -0.607], [-4.387, -0.080, -1.619], [-2.497, -0.108, 0.372], [-1.927, 0.097, -0.903], [-0.416, 0.211, -0.671], [0.041, -0.929, 0.027], [-0.651, -1.148, 0.667], [-0.112, 1.524, 0.096], [1.262, 1.776, 0.470], [4.113, -2.002, 0.621], [1.820, 0.978, 1.536], [1.014, 0.523, 2.110], [2.380, 1.635, 2.214], [2.751, -0.132, 1.035], [3.854, 0.459, 0.283], [4.943, -0.243, -0.007], [4.956, -1.580, 0.250], [6.022, -2.380, 0.011], [7.165, -1.872, -0.523], [7.210, -0.493, -0.809], [6.131, 0.306, -0.558], [6.190, 1.363, -0.748], [8.111, -0.064, -1.218], [8.014, -2.505, -0.715], [5.906, -3.421, 0.266], [3.625, 1.816, -0.190], [3.836, 2.536, 0.605], [2.174, 1.948, -0.645], [2.001, 1.212, -1.446], [2.020, 2.946, -1.069], [4.272, 2.025, -1.040], [3.145, -0.672, 1.902], [2.162, -0.809, 0.405], [-0.435, 2.360, -0.530], [-0.710, 1.532, 1.009], [0.094, 0.205, -1.640], [-2.138, -0.759, -1.558], [-2.313, 1.011, -1.369], [-3.663, -0.491, 2.587], [-6.089, -0.800, 2.940], [-7.640, -0.751, 1.055]],
  "forces_ev_per_angstrom": [[-0.28, -0.03, 0.03], [-0.02, -0.01, 0.10], [0.02, 0.04, -0.01], [0.03, -0.04, -0.01], [0.40, 0.04, 0.06], [0.06, -0.01, 0.17], [-0.33, 0.00, -0.31], [0.25, 0.03, -0.04], [0.13, 0.02, 0.01], [-0.27, -0.09, 0.17], [0.16, 0.05, -0.16], [0.07, 0.02, -0.12], [-0.06, 0.02, 0.08], [0.32, -0.05, -0.36], [-0.41, 0.58, -0.02], [0.00, -0.24, 0.23], [0.02, -0.06, -0.01], [-0.09, -0.35, -0.14], [0.21, -0.09, -0.11], [0.12, 0.06, -0.06], [0.20, -0.09, 0.16], [0.09, 0.00, 0.01], [0.00, -0.18, 0.07], [-0.52, -0.19, 0.24], [0.15, -0.23, 0.08], [0.23, 0.11, -0.09], [-0.43, 0.27, 0.14], [0.69, -0.11, -0.23], [-0.24, -0.13, 0.11], [-0.37, -0.04, 0.13], [0.09, -0.02, -0.07], [-0.05, 0.07, 0.01], [0.07, 0.09, -0.03], [0.03, -0.13, 0.02], [-0.08, -0.03, 0.03], [-0.15, 0.49, -0.24], [0.07, -0.01, -0.08], [-0.02, 0.16, -0.05], [0.07, 0.05, -0.01], [0.11, -0.09, -0.11], [-0.03, -0.01, 0.08], [0.04, -0.01, -0.01], [0.15, -0.01, 0.12], [-0.13, 0.03, 0.01], [-0.07, 0.06, -0.07], [-0.14, 0.02, 0.05], [-0.01, 0.11, 0.06], [-0.02, -0.05, 0.02], [0.09, 0.00, 0.10], [-0.03, -0.01, 0.09], [-0.11, -0.01, -0.03]],
  "nbo_charge": [-0.254, 0.205, 0.180, 0.180, -0.491, 0.332, -0.335, -0.160, -0.288, 0.310, -0.321, 0.223, -0.531, -0.090, 0.059, -0.743, 0.490, -0.238, -0.443, 0.442, -0.217, 0.235, 0.196, -0.276, -0.357, 0.467, -0.497, 0.087, -0.283, -0.085, -0.281, 0.245, 0.246, 0.254, 0.239, -0.225, 0.219, -0.222, 0.173, 0.221, 0.225, 0.207, 0.245, 0.208, 0.220, 0.180, 0.194, 0.190, 0.218, 0.221, 0.226],
  "smiles": "COc1cccc(OC[C@H](O)CN2CCN(c3cccc[nH+]3)CC2)c1",
  "de_lowest_ev": 1.698,
  "e_tot_ev": -30731.1262,
  "largest_force_ev_per_a": 0.74,
  "orbital_gap_ha": 0.2482,
  "total_charge": 1,
  "lumo_energy_ha": -0.1241
}

***

{
  "formula": "C19H26N4O",
  "method": "the ωB97M-V functional and the def2-TZVPD basis",
  "elements": ["C", "H", "H", "H", "C", "N", "C", "C", "C", "C", "C", "C", "H", "H", "H", "H", "H", "C", "H", "H", "C", "N", "C", "O", "C", "N", "C", "C", "C", "N", "C", "H", "C", "C", "H", "H", "C", "H", "H", "H", "H", "H", "H", "H", "H", "H", "H", "H", "H", "H"],
  "coordinates": [[2.713, 3.560, 0.341], [2.481, 4.590, 0.600], [3.023, 3.033, 1.239], [3.549, 3.561, -0.356], [1.489, 2.889, -0.289], [1.708, 1.507, -0.645], [1.541, 0.488, 0.269], [1.586, -0.859, -0.117], [1.420, -1.874, 0.802], [1.196, -1.596, 2.139], [1.134, -0.273, 2.536], [1.301, 0.751, 1.624], [1.257, 1.765, 1.989], [0.967, -0.026, 3.576], [1.072, -2.394, 2.855], [1.463, -2.900, 0.464], [1.743, -1.132, -1.148], [2.330, 1.291, -1.929], [3.060, 2.086, -2.116], [2.870, 0.344, -1.925], [1.316, 1.292, -3.091], [0.236, 0.363, -2.878], [0.275, -0.900, -3.325], [1.128, -1.360, -4.055], [-0.950, -1.731, -2.894], [-1.346, -1.533, -1.529], [-1.557, -2.481, -0.591], [-1.978, -1.836, 0.551], [-1.991, -0.476, 0.204], [-1.615, -0.311, -1.054], [-2.368, 0.615, 1.141], [-1.454, 1.081, 1.523], [-3.164, 0.015, 2.301], [-2.433, -1.193, 2.887], [-2.927, -1.520, 3.804], [-1.412, -0.900, 3.134], [-2.392, -2.351, 1.886], [-3.386, -2.806, 1.807], [-1.702, -3.125, 2.227], [-4.149, -0.297, 1.944], [-3.311, 0.771, 3.075], [-2.943, 1.383, 0.621], [-1.396, -3.520, -0.796], [-1.773, -1.450, -3.564], [-0.720, -2.787, -3.048], [-0.455, 0.569, -2.152], [1.831, 1.003, -4.011], [0.885, 2.289, -3.216], [1.217, 3.430, -1.200], [0.634, 2.953, 0.389]],
  "forces_ev_per_angstrom": [[-0.25, -0.12, -0.10], [0.03, 0.14, 0.04], [0.05, -0.03, 0.09], [0.10, 0.02, -0.05], [0.18, 0.14, 0.22], [-0.08, 0.09, -0.15], [-0.03, -0.12, 0.14], [0.12, -0.09, -0.14], [0.07, 0.02, 0.05], [-0.01, -0.09, 0.17], [0.02, -0.13, 0.04], [0.00, 0.21, 0.01], [0.03, 0.12, -0.01], [-0.02, 0.02, 0.06], [-0.01, -0.08, 0.07], [0.00, -0.08, -0.05], [0.02, 0.02, -0.09], [-0.23, -0.12, -0.43], [0.05, -0.06, 0.02], [0.03, 0.09, -0.01], [0.38, -0.06, 0.03], [0.03, 0.39, 0.16], [-0.55, -0.06, 0.23], [0.30, -0.26, -0.22], [0.22, 0.04, -0.63], [-0.14, -0.21, 0.53], [-0.13, 0.20, 0.23], [0.00, -0.08, -0.27], [0.11, -0.43, -0.17], [-0.30, 0.45, -0.03], [-0.08, 0.17, -0.02], [-0.04, 0.04, 0.01], [0.19, 0.08, 0.08], [-0.22, -0.09, 0.01], [0.06, 0.01, 0.03], [0.01, -0.01, 0.07], [0.04, -0.08, 0.10], [0.04, -0.03, 0.09], [-0.04, -0.04, 0.05], [-0.08, 0.03, 0.02], [-0.07, -0.01, -0.03], [0.04, 0.02, 0.00], [0.05, -0.23, -0.10], [0.08, -0.10, 0.09], [0.00, 0.18, 0.06], [0.12, -0.02, -0.20], [-0.05, 0.15, 0.03], [0.07, -0.03, -0.04], [-0.08, -0.03, 0.07], [-0.02, 0.04, -0.10]],
  "nbo_charge": [-0.623, 0.211, 0.212, 0.205, -0.204, -0.465, 0.285, -0.311, -0.167, -0.280, -0.192, -0.316, 0.208, 0.211, 0.211, 0.210, 0.216, -0.215, 0.195, 0.217, -0.233, -0.643, 0.670, -0.633, -0.300, -0.155, -0.020, -0.128, 0.166, -0.321, -0.430, 0.220, -0.389, -0.392, 0.207, 0.208, -0.417, 0.207, 0.216, 0.196, 0.209, 0.221, 0.216, 0.224, 0.235, 0.443, 0.230, 0.192, 0.195, 0.202],
  "smiles": "CCN(CCNC(=O)Cn1cc2c(n1)CCCC2)c1ccccc1",
  "de_lowest_ev": 0.441,
  "e_tot_ev": -28133.6878,
  "largest_force_ev_per_a": 0.67,
  "orbital_gap_ha": 0.3078,
  "lumo_energy_ha": 0.0313
}